(1)
C29H20BrCl3F3N3O3PtS2 | wB97M-V/def2-TZVPD

Geometry as XYZ:
```
65
Properties=species:S:1:pos:R:3:forces:R:3
Pt -1.75977 0.13228 -0.69165 0.04 0.12 -0.01
F -3.34161 -3.86155 2.30577 0.01 -0.01 0.02
C -3.11113 -3.00439 3.32665 0.01 0.00 0.01
F -3.08642 -3.75814 4.44595 0.00 -0.01 -0.01
F -4.18389 -2.21019 3.41921 -0.01 0.01 0.00
C -1.82882 -2.24083 3.14794 -0.02 0.00 -0.02
C -0.88093 -2.26557 4.15429 0.03 -0.01 0.00
C 0.30712 -1.56923 3.99456 -0.01 -0.02 -0.01
C 0.48899 -0.88514 2.80639 0.00 -0.01 -0.01
N -0.41379 -0.83704 1.83108 0.00 0.00 0.02
C -1.57667 -1.47757 1.98682 0.02 0.01 -0.01
S -2.78559 -1.31962 0.73043 -0.03 -0.11 0.06
H -1.07109 -2.83080 5.05603 0.00 0.00 0.00
H 1.06807 -1.56674 4.76109 0.00 0.00 0.00
H 1.40918 -0.34231 2.61876 0.00 0.00 0.00
Br 2.93896 4.62021 -1.15442 0.01 0.01 0.00
C 1.43891 3.50474 -1.42480 -0.01 -0.01 -0.01
C 1.45395 2.60828 -2.49042 0.00 0.01 0.02
C 0.35987 1.78916 -2.68889 -0.02 -0.02 -0.01
C -0.73019 1.86652 -1.82275 -0.05 -0.07 -0.21
C -0.73224 2.77056 -0.76283 -0.05 -0.06 0.02
C 0.36141 3.59970 -0.56408 0.01 0.01 0.03
C -1.89705 2.80536 0.20815 0.02 0.02 0.01
O -2.13921 3.81674 0.82625 -0.01 -0.02 0.02
O -2.55773 1.68563 0.29630 -0.04 0.01 -0.01
H 2.30668 2.56890 -3.15329 0.00 0.00 0.00
H 0.33993 1.10345 -3.52635 0.00 -0.01 0.00
H -1.68996 1.37543 -2.17189 0.10 0.13 0.08
H 0.34576 4.29722 0.26189 0.01 0.00 0.00
Cl 3.20855 -4.38261 2.20087 0.00 0.00 0.01
C 1.94002 -4.73557 1.07149 -0.01 0.01 0.01
C 0.65439 -4.29263 1.32530 0.01 0.00 0.00
C -0.34477 -4.59727 0.41816 0.00 0.00 -0.01
C -0.09250 -5.32988 -0.73848 -0.02 0.00 0.02
C -1.24167 -5.57848 -1.69744 0.02 0.02 -0.01
C -1.09659 -4.75893 -2.98693 -0.02 0.01 -0.01
N -0.76893 -3.37895 -2.66496 0.03 0.01 -0.01
C 0.49746 -2.84709 -2.59677 0.00 0.00 0.01
C 0.37450 -1.63660 -1.99274 -0.01 0.01 0.02
N -0.95198 -1.43347 -1.68590 0.03 -0.04 -0.01
C -1.60755 -2.50216 -2.09089 -0.02 0.01 0.00
O -1.38897 -6.92106 -2.09659 0.00 -0.02 0.01
C -2.24739 -7.69683 -1.25869 0.00 -0.01 0.02
C -1.90027 -7.62789 0.19882 -0.01 0.00 -0.01
C -0.78107 -8.17023 0.75789 0.00 -0.01 0.00
Cl 0.41318 -9.09515 -0.05072 0.00 0.01 -0.01
S -0.62723 -7.81260 2.42374 0.01 0.00 0.00
C -2.09304 -6.93064 2.40958 -0.01 0.00 0.00
C -2.65813 -6.91594 1.17425 0.01 0.01 0.00
C 1.22024 -5.73144 -0.97191 -0.01 0.01 0.01
Cl 1.67173 -6.56553 -2.43263 0.01 -0.01 0.00
C 2.23730 -5.45328 -0.07297 0.01 -0.01 -0.02
H 0.43852 -3.72732 2.21965 0.00 0.03 0.04
H -1.35523 -4.25689 0.61702 0.00 0.00 0.00
H -2.15181 -5.23505 -1.18674 -0.01 0.00 0.00
H -2.02556 -4.79390 -3.55421 0.00 0.00 0.00
H -0.29991 -5.16709 -3.60237 -0.01 -0.01 -0.01
H 1.35590 -3.38136 -2.96466 0.00 0.00 0.00
H 1.12767 -0.91143 -1.74216 0.00 0.01 0.00
H -2.66396 -2.66651 -1.96707 0.00 0.00 0.00
H -2.15868 -8.71443 -1.63595 0.01 0.00 -0.01
H -3.28305 -7.36602 -1.39437 0.00 0.00 0.00
H -2.45718 -6.46534 3.31106 0.00 0.01 0.00
H -3.58503 -6.40429 0.95256 0.00 0.00 0.00
H 3.24604 -5.78527 -0.27188 0.00 0.00 0.00
```
Forces are in eV/Å.

Computed properties:
Relative energy (zero: lowest compared OMol25 entry of this formula, charge and spin) ... 0.0 kJ/mol
2S+1 ... 1
Lowest unoccupied orbital energy ... -0.4 eV
Frontier orbital gap ... 0.287 hartree
Calculated total energy ... -6677.05143 Eh
Net charge ... 0

***

(2)
C2H3F2NO | wB97M-V/def2-TZVPD

Geometry as XYZ:
```
9
Properties=species:S:1:pos:R:3:forces:R:3
C -1.75939 -0.22111 0.09484 -1.43 -1.23 -0.08
C 2.24322 -0.09423 0.10114 -0.23 -0.10 0.93
N 2.48134 -1.00349 -0.68118 0.20 -0.39 -0.64
O -0.60212 0.30174 0.11188 1.38 1.06 0.04
F 2.31209 1.17249 -0.23084 -0.04 0.31 -0.05
F 1.89148 -0.15245 1.39184 0.20 -0.06 -0.46
H -2.58678 0.52910 0.08290 0.44 0.46 0.04
H 2.38991 -1.95289 -0.34238 -0.08 0.18 0.26
H -0.49073 1.28189 0.13276 -0.43 -0.23 -0.05
```
Forces are in eV/Å.

Computed properties:
Relative energy (zero: lowest compared OMol25 entry of this formula, charge and spin) ... 397.0 kJ/mol
2S+1 ... 1
Lowest unoccupied orbital energy ... 0.5 eV
Frontier orbital gap ... 0.335 hartree
Calculated total energy ... -407.60514 Eh
Net charge ... 0

***

(3)
C2HN3O3 | wB97M-V/def2-TZVPD

Geometry as XYZ:
```
9
Properties=species:S:1:pos:R:3:forces:R:3
O -2.15903 -0.19874 0.49909 2.73 1.56 2.16
C -1.08271 0.17383 0.96103 -0.43 -0.82 -0.14
O -0.74054 0.56473 2.32817 -0.63 -0.92 -4.36
C 0.12885 0.10568 0.00472 3.17 -0.59 -1.11
N 1.45814 0.01572 0.21997 -2.56 -1.84 -2.49
N 2.03293 -0.44153 -1.06255 -5.27 3.63 -0.91
N 1.01729 -0.24897 -2.00931 3.83 -2.35 3.67
O -0.13197 -0.09750 -1.38521 -0.19 1.25 2.49
H -1.58309 0.89849 2.63222 -0.64 0.08 0.69
```
Forces are in eV/Å.

Computed properties:
Relative energy (zero: lowest compared OMol25 entry of this formula, charge and spin) ... 507.2 kJ/mol
2S+1 ... 1
SMILES ... O=C(O)c1nnno1
Lowest unoccupied orbital energy ... -1.2 eV
Frontier orbital gap ... 0.387 hartree
Calculated total energy ... -466.67467 Eh
Net charge ... 0

***

(4)
C3H8O3 | wB97M-V/def2-TZVPD

Geometry as XYZ:
```
14
Properties=species:S:1:pos:R:3:forces:R:3
C -1.33970 -1.04903 0.53169 -1.89 0.30 0.03
C -1.11866 0.37227 0.07534 1.02 0.02 -1.03
C -0.58801 1.32126 1.09244 -0.03 -0.15 0.39
O -0.26436 1.04480 2.21884 0.00 0.01 -0.05
O -0.48759 2.57452 0.60743 0.10 0.23 0.21
H -1.89169 -1.07943 1.47362 0.68 -0.07 0.34
H -0.43364 -1.62793 0.50539 0.19 -0.23 0.38
H -2.08462 -1.49094 -0.13109 0.34 -0.26 -0.39
H -0.33343 0.30392 -0.69083 0.04 0.32 0.01
H -1.91689 0.85908 -0.48270 -0.39 -0.18 0.31
H -0.13586 3.10327 1.34447 -0.05 0.00 -0.21
O 3.45880 -1.46807 -2.55906 -0.06 0.00 -0.16
H 3.30459 -2.14588 -1.89642 0.04 0.01 0.08
H 3.83108 -0.71783 -2.08912 0.02 -0.01 0.09
```
Forces are in eV/Å.

Computed properties:
Relative energy (zero: lowest compared OMol25 entry of this formula, charge and spin) ... 27.7 kJ/mol
2S+1 ... 1
SMILES ... CCC(=O)O.O
Lowest unoccupied orbital energy ... 0.5 eV
Frontier orbital gap ... 0.410 hartree
Calculated total energy ... -344.83782 Eh
Net charge ... 0

***

(5)
C3H7NO2 | wB97M-V/def2-TZVPD

Geometry as XYZ:
```
13
Properties=species:S:1:pos:R:3:forces:R:3
C -1.70132 -1.33825 2.54249 -1.13 0.02 1.77
C -1.65463 -0.05801 2.91206 1.22 0.61 -1.73
O -1.80637 1.01018 2.00920 0.04 -0.96 0.22
H -1.87140 -1.98311 3.40786 0.91 -0.33 -0.23
H -1.85932 -1.80368 1.58445 -0.33 0.57 -0.32
H -1.12389 0.31926 3.78689 -0.99 -0.59 0.72
H -0.89631 1.22287 1.80694 0.29 0.67 -0.45
N 2.18975 0.74388 -3.20703 -0.19 -0.43 0.10
C 1.92496 -0.20094 -2.26180 0.08 0.22 0.22
O 0.84424 -0.31880 -1.74375 -0.48 -0.19 0.07
H 3.07933 0.76453 -3.67408 -0.13 -0.04 -0.15
H 1.34965 1.06442 -3.66868 0.34 0.35 -0.10
H 2.75836 -0.84014 -1.95058 0.39 0.09 -0.12
```
Forces are in eV/Å.

Computed properties:
Relative energy (zero: lowest compared OMol25 entry of this formula, charge and spin) ... 237.8 kJ/mol
2S+1 ... 1
SMILES ... C=CO.NC=O
Lowest unoccupied orbital energy ... 0.9 eV
Frontier orbital gap ... 0.379 hartree
Calculated total energy ... -323.69038 Eh
Net charge ... 0

***

(6)
C2H10NO3 | wB97M-V/def2-TZVPD

Geometry as XYZ:
```
16
Properties=species:S:1:pos:R:3:forces:R:3
C 0.99240 2.30751 -2.16047 0.35 -1.48 -0.56
N 1.14799 1.04234 -1.45706 0.47 0.42 0.74
C -0.03727 0.20720 -1.47069 -1.27 -0.90 -0.48
O 0.10805 -1.03807 -0.95248 0.27 0.24 0.17
H 0.16280 2.87060 -1.74574 0.16 0.32 0.22
H 1.96610 2.79047 -2.12418 -0.20 0.62 0.13
H 0.77052 2.11560 -3.22684 -0.19 0.30 -0.09
H 1.88325 0.49699 -1.88504 0.17 -0.04 0.02
H -0.84956 0.77030 -0.94654 0.25 0.10 -0.27
H -0.33598 0.08228 -2.55436 -0.24 0.39 0.12
H -1.21785 -1.71430 4.16722 -0.15 -0.52 -0.20
H -0.53120 -0.74343 3.20413 -0.41 -0.26 -0.40
O -0.91016 -0.81963 4.09668 0.42 0.77 0.47
H -0.51516 -1.20559 0.19352 0.36 -0.31 0.16
H -1.27365 -2.21289 1.43786 0.23 0.37 -0.55
O -0.92996 -1.33004 1.23735 -0.21 -0.01 0.53
```
Forces are in eV/Å.

Computed properties:
Relative energy (zero: lowest compared OMol25 entry of this formula, charge and spin) ... 70.8 kJ/mol
2S+1 ... 1
Lowest unoccupied orbital energy ... 4.1 eV
Frontier orbital gap ... 0.286 hartree
Calculated total energy ... -362.68042 Eh
Net charge ... -1